A molecular structure, C24H40MnN6O5PS2, computed with ωB97M-V/def2-TZVPD.

```
79
Properties=species:S:1:pos:R:3:forces:R:3:lowdin_charge:R:1
Mn -0.1960 -0.9073 -1.7295 0.08 0.06 0.01 0.86
S 0.1744 -4.2349 -2.3830 -0.04 0.00 0.00 0.49
C 1.4901 -3.4384 -1.6985 0.04 0.01 -0.04 -1.18
N 1.5617 -2.1575 -1.3776 -0.05 -0.03 0.03 -0.07
C 2.8064 -1.8002 -0.8778 0.00 0.06 -0.03 -0.30
C 3.1877 -0.5126 -0.5102 0.00 0.02 0.03 -0.02
C 4.4769 -0.3038 -0.0537 0.01 -0.01 0.00 -0.10
C 5.3888 -1.3557 0.0528 -0.02 -0.03 -0.01 -0.11
C 5.0193 -2.6412 -0.3128 0.01 0.05 0.01 -0.11
C 3.7301 -2.8497 -0.7835 0.03 -0.01 -0.01 -0.49
S 2.9885 -4.3077 -1.3651 -0.01 -0.04 0.03 0.98
H 2.4738 0.2945 -0.5849 0.02 0.00 0.00 0.08
H 4.7816 0.6972 0.2258 0.00 0.00 0.01 0.10
H 6.3906 -1.1680 0.4189 0.00 0.00 0.00 0.09
H 5.7210 -3.4630 -0.2423 0.00 0.00 0.00 0.10
N 1.1216 2.7460 -4.0380 0.01 0.01 0.01 0.15
C 0.6649 1.5617 -3.5316 -0.02 0.08 -0.09 -0.55
O 1.3402 0.9319 -2.7352 0.03 -0.12 0.11 0.01
C -0.6951 1.1161 -4.0209 -0.05 0.02 0.03 -0.26
C -1.0168 -0.3254 -3.6504 -0.03 -0.02 -0.05 -0.26
H 1.9272 3.1590 -3.5996 0.00 -0.01 0.00 0.10
H 0.4993 3.3376 -4.5582 0.00 0.00 0.00 0.09
H -0.7436 1.3508 -5.0955 0.00 0.00 -0.01 0.10
H -1.4089 1.7991 -3.5404 0.01 0.00 -0.02 0.10
H -0.5253 -0.9952 -4.3682 -0.01 -0.02 0.00 0.03
H -2.0921 -0.4855 -3.7883 -0.01 -0.01 0.02 0.01
C -2.9793 -0.6640 -0.2673 -0.01 -0.01 0.02 -0.17
N -2.1127 -1.7918 -0.6853 0.00 0.00 -0.07 -0.13
C -2.9157 -2.6636 -1.5723 -0.02 0.05 0.02 -0.19
N -4.1204 -3.1620 -0.9066 -0.01 0.00 -0.02 -0.09
C -4.9202 -2.0150 -0.4770 0.02 0.00 0.00 -0.19
N -4.1838 -1.1282 0.4194 -0.01 -0.01 0.00 -0.08
C -3.7536 -1.9026 1.5926 -0.01 0.01 0.00 -0.16
N -2.9389 -3.0625 1.2183 -0.01 -0.01 0.01 -0.08
C -1.7489 -2.5728 0.5223 0.02 -0.01 0.00 -0.16
C -3.7043 -3.8955 0.2931 0.02 -0.01 0.00 -0.18
H -3.2597 -0.1032 -1.1631 0.00 0.00 0.00 0.13
H -2.4196 -0.0250 0.4084 -0.01 0.00 0.00 0.09
H -2.2928 -3.4979 -1.8843 0.01 -0.02 0.00 0.05
H -3.1982 -2.0841 -2.4530 -0.01 -0.01 0.00 0.11
H -5.8136 -2.3785 0.0381 0.00 -0.01 0.00 0.12
H -5.2292 -1.4500 -1.3602 0.00 0.00 0.00 0.12
H -4.6413 -2.2515 2.1272 0.00 0.00 0.00 0.12
H -3.1634 -1.2539 2.2406 0.00 0.01 0.00 0.12
H -1.1359 -3.4189 0.2023 0.00 0.02 0.00 0.10
H -1.1846 -1.9237 1.1912 0.00 0.00 0.01 0.11
H -4.5969 -4.2678 0.8032 0.00 0.00 0.01 0.12
H -3.0880 -4.7439 -0.0114 0.00 0.00 0.00 0.13
C 1.0636 1.7165 4.0982 0.00 0.01 -0.01 -0.04
C 1.8662 0.8000 3.1815 0.05 -0.01 0.00 -0.63
C 1.7381 -0.6603 3.5972 -0.01 0.00 0.00 -0.03
C 3.3297 1.2212 3.1675 -0.01 -0.01 0.03 -0.03
O 1.4441 0.9320 1.8059 -0.04 -0.01 -0.03 -0.17
P -0.0861 0.8865 1.3085 0.04 -0.03 0.07 0.28
O -0.9650 0.1653 2.2589 0.01 0.01 0.00 -0.27
O -0.0150 0.4334 -0.1270 0.01 -0.01 0.00 -0.34
O -0.5278 2.4381 1.3368 -0.05 -0.05 0.04 -0.16
C -0.2553 3.4195 0.3223 0.03 0.04 -0.06 -0.63
C -1.2176 3.2065 -0.8399 -0.01 0.05 -0.05 -0.03
C 1.1938 3.3612 -0.1523 0.01 0.02 0.05 -0.03
C -0.5330 4.7533 1.0041 -0.01 -0.01 -0.01 -0.04
H 1.4591 1.6465 5.1139 0.00 0.00 0.00 0.08
H 0.0125 1.4318 4.1042 0.00 0.00 0.00 0.07
H 1.1451 2.7522 3.7623 0.00 0.00 0.00 0.08
H 2.1468 -0.8040 4.6005 0.00 0.01 0.00 0.08
H 2.2940 -1.2888 2.8984 0.00 0.00 0.00 0.09
H 0.6911 -0.9591 3.5883 0.01 0.00 0.00 0.07
H 3.7474 1.1617 4.1750 0.00 0.00 -0.01 0.08
H 3.4222 2.2486 2.8095 0.00 0.00 0.00 0.08
H 3.9014 0.5674 2.5096 0.00 0.00 -0.01 0.06
H -1.0486 2.2300 -1.2904 0.01 0.01 0.01 0.05
H -1.0682 3.9835 -1.5952 -0.01 -0.02 -0.01 0.09
H -2.2486 3.2558 -0.4841 0.00 0.00 0.00 0.09
H 1.3888 2.4389 -0.6971 0.02 -0.02 -0.01 0.06
H 1.8712 3.4170 0.7017 0.00 0.00 -0.02 0.08
H 1.3932 4.2093 -0.8129 -0.02 0.00 0.00 0.08
H -1.5521 4.7667 1.3921 0.00 0.00 0.00 0.09
H -0.4121 5.5765 0.2968 0.00 -0.01 0.00 0.08
H 0.1561 4.9010 1.8370 0.00 0.00 0.01 0.08
```
Positions in Å, forces in eV/Å.

The LUMO energy (alpha / beta) comes out at 2.591 / 2.586 eV. Its spin multiplicity is 6. As for the total energy: -107004.2639 eV. The energy above the lowest of the compared OMol25 structures with the same formula, charge and spin is 0.0 kJ/mol. Its net charge is -1.